[1]
{
  "formula": "C7H13ClO3S",
  "method": "wB97M-V/def2-TZVPD",
  "symbols": ["O", "S", "O", "C", "C", "C", "C", "C", "C", "C", "Cl", "O", "H", "H", "H", "H", "H", "H", "H", "H", "H", "H", "H", "H", "H"],
  "coordinates": [[-1.8486, -1.3595, -2.1974], [-1.3818, -1.7458, -0.9183], [-1.4900, -3.1376, -0.6535], [-2.3158, -0.8629, 0.3420], [-1.5539, -0.5658, 1.6548], [-0.0689, -0.8464, 1.5192], [0.3689, -0.2599, 0.1847], [1.7926, 0.2210, 0.1418], [2.0610, 1.0417, -1.1213], [1.3296, 2.3840, -1.1049], [-0.1487, 2.3286, -2.1279], [0.1450, -1.2685, -0.8121], [-3.2565, -1.3680, 0.4941], [-2.5437, 0.0890, -0.1224], [-1.6533, 0.4895, 1.8757], [-1.9288, -1.1624, 2.4757], [0.4927, -0.4362, 2.3468], [0.0761, -1.9219, 1.4766], [-0.2650, 0.6103, 0.0259], [2.5048, -0.5979, 0.1989], [1.9392, 0.8333, 1.0267], [1.7073, 0.4695, -1.9700], [3.1239, 1.2497, -1.1851], [0.9614, 2.6166, -0.1149], [1.9522, 3.1996, -1.4350]],
  "total_charge": 0,
  "e_above_lowest_kj_mol": 41.7,
  "multiplicity": 1,
  "smiles": "O=S1(=O)CCC[C@@H](CCCCl)O1",
  "energy_ha": -1358.6015
}

[2]
{
  "formula": "C18H24O2",
  "method": "wB97M-V/def2-TZVPD",
  "symbols": ["O", "O", "C", "C", "C", "C", "C", "C", "C", "C", "C", "C", "C", "C", "C", "C", "C", "C", "C", "C", "H", "H", "H", "H", "H", "H", "H", "H", "H", "H", "H", "H", "H", "H", "H", "H", "H", "H", "H", "H", "H", "H", "H", "H"],
  "coordinates": [[-4.5113, 1.3159, 2.6009], [1.7809, -2.4795, -3.6685], [-0.9782, 1.0538, -0.6876], [0.1132, 0.5405, -1.3548], [-2.6790, 1.0865, 1.0579], [-0.8417, 1.5385, 3.0713], [-3.1422, 1.3070, 2.3587], [-1.3242, 1.1252, 0.7391], [-2.2196, 1.4887, 3.4090], [-0.3659, 1.3254, 1.7574], [-2.7590, 1.7194, 4.8122], [0.7102, -2.4558, -0.9466], [3.1664, -1.9023, -1.1962], [-0.0268, 0.5864, -2.8661], [1.0579, 1.2715, 1.4323], [0.1773, -0.7741, -3.4799], [1.4054, -0.0618, 0.7684], [1.7232, -1.4107, -1.4657], [1.5542, -1.2575, -3.0066], [1.4238, -0.0322, -0.7698], [-5.0203, 1.1341, 1.7632], [2.7288, -2.7192, -3.6436], [-1.7823, 1.3703, -1.3320], [-3.4162, 0.9021, 0.2813], [-0.1016, 1.6924, 3.8592], [-3.3279, 0.8565, 5.2562], [-3.4389, 2.5897, 4.8067], [-1.9139, 1.9190, 5.4954], [1.0189, -2.8408, 0.0143], [-0.2925, -1.9892, -0.8658], [0.6277, -3.3408, -1.5942], [3.8887, -1.1875, -1.5806], [3.3245, -2.8676, -1.7130], [3.4093, -2.0356, -0.1274], [-0.9913, 0.9986, -3.2406], [0.7561, 1.2847, -3.1654], [1.3638, 2.0557, 0.7606], [1.6740, 1.3726, 2.3472], [0.2096, -0.6755, -4.5594], [-0.6365, -1.4510, -3.1947], [0.7281, -0.8497, 1.1381], [2.4105, -0.2724, 1.1436], [2.2993, -0.5479, -3.3437], [2.2176, 0.6167, -1.0711]],
  "total_charge": 0,
  "multiplicity": 1,
  "smiles": "Cc1cc2c(cc1O)C=C1CC[C@H](O)C(C)(C)[C@@H]1CC2",
  "energy_ha": -850.7629
}

[3]
{
  "formula": "C3H7OS",
  "method": "wB97M-V/def2-TZVPD",
  "symbols": ["C", "S", "H", "H", "H", "O", "C", "C", "H", "H", "H", "H"],
  "coordinates": [[1.6411, -1.0639, 1.2080], [2.3747, -0.4240, -0.3724], [0.7576, -1.6990, 1.0869], [2.3916, -1.7624, 1.6181], [1.4794, -0.3699, 2.0332], [-2.3093, -0.6667, -0.7526], [-1.2584, -0.0936, -0.9581], [-1.1755, 1.3903, -0.6776], [-0.3550, -0.5556, -1.3869], [-0.1705, 1.7460, -0.8990], [-1.4330, 1.5983, 0.3618], [-1.9426, 1.9004, -1.2614]],
  "total_charge": -1,
  "e_above_lowest_kj_mol": 79.7,
  "multiplicity": 1,
  "energy_ha": -591.9379
}

[4]
{
  "formula": "C6H15N",
  "method": "wB97M-V/def2-TZVPD",
  "symbols": ["C", "C", "N", "C", "C", "C", "C", "H", "H", "H", "H", "H", "H", "H", "H", "H", "H", "H", "H", "H", "H", "H"],
  "coordinates": [[-1.3598, 0.5966, 2.2815], [-1.0688, 0.8260, 0.7996], [-0.2085, -0.2881, 0.3150], [1.0972, -0.3169, 0.9992], [0.7208, 0.9623, -1.7919], [-0.0538, -0.2373, -1.1480], [0.7137, -1.5687, -1.5507], [-0.5949, -0.0644, 2.8201], [-1.4293, 1.5277, 2.9248], [-2.3626, -0.0255, 2.4067], [-2.0423, 0.7087, 0.2584], [-0.6262, 1.7993, 0.6306], [1.9343, -0.6753, 0.3756], [1.3472, 0.5378, 1.6069], [0.9489, -1.1056, 1.7872], [0.2404, 1.9461, -1.4812], [1.8216, 0.9764, -1.6492], [0.5737, 0.8888, -2.9199], [-1.0969, -0.3486, -1.5735], [1.7020, -1.7323, -1.1667], [-0.0061, -2.3334, -1.1164], [0.7536, -1.6549, -2.6464]],
  "total_charge": 0,
  "e_above_lowest_kj_mol": 164.1,
  "multiplicity": 1,
  "smiles": "CCN(C)C(C)C",
  "energy_ha": -292.3065
}